{"formula": "FH20O10", "method": "ωB97M-V/def2-TZVPD", "e_homo_ha": -0.2567, "lumo_energy_ev": 3.13, "relative_energy_ev": 0.127, "energy_ev": -23520.5566, "charge": -1, "orbital_gap_ev": 10.1204, "elements": ["F", "O", "H", "H", "O", "H", "H", "O", "H", "H", "O", "H", "H", "O", "H", "H", "O", "H", "H", "O", "H", "H", "O", "H", "H", "O", "H", "H", "O", "H", "H"], "positions_angstrom": [[-0.022, 0.126, -0.087], [-2.582, 0.663, -0.376], [-1.622, 0.513, -0.223], [-2.623, 1.502, 0.056], [-0.776, 0.760, 2.257], [0.052, 1.123, 2.645], [-0.573, 0.573, 1.339], [-0.153, -0.395, -3.341], [0.632, -0.670, -2.852], [-0.502, -1.266, -3.549], [2.138, -0.858, -1.150], [1.420, -0.310, -0.689], [2.465, -1.403, -0.432], [-2.784, -1.568, 1.437], [-2.097, -2.140, 1.252], [-2.657, -0.770, 0.864], [0.092, -2.480, 2.525], [-0.145, -1.818, 1.881], [0.044, -1.893, 3.272], [-0.803, -2.333, -0.525], [-0.358, -1.510, -0.390], [-0.222, -2.726, -1.133], [-0.347, 2.538, -1.328], [-0.350, 1.623, -0.958], [-0.252, 3.131, -0.616], [2.091, 0.786, 1.453], [2.543, 1.481, 0.986], [1.333, 0.406, 0.947], [2.230, 2.409, -0.797], [1.232, 2.339, -0.800], [2.595, 2.166, -1.668]], "forces_ev_per_a": [[0.202, 0.274, -0.276], [0.711, -0.474, 0.078], [-0.477, -0.707, -0.719], [-0.754, 1.072, 0.445], [0.288, 0.758, 1.774], [-0.700, -0.411, -0.660], [0.383, -0.147, -0.321], [0.305, -0.472, -0.097], [0.360, 0.430, 0.323], [-0.535, 0.065, -0.167], [-1.022, 0.617, 0.276], [1.018, -0.836, -0.991], [0.191, -0.089, 0.086], [-2.327, 2.605, 0.383], [2.156, -1.886, -0.803], [-0.334, -0.960, 0.504], [0.225, -0.141, 0.021], [-0.204, 0.074, -1.033], [0.030, 0.076, 1.065], [-1.275, -0.581, 0.737], [0.160, 1.564, 0.328], [1.060, -1.285, -1.262], [-0.304, -1.385, -1.184], [-0.214, 0.428, -0.230], [-0.256, 1.134, 1.478], [-0.524, -1.084, 1.360], [-0.253, 0.169, -0.990], [0.992, 0.991, 0.162], [0.113, 0.168, 0.077], [1.770, -0.005, -1.016], [-0.785, 0.038, 0.651]], "mulliken_charge": [-0.255, -0.669, 0.128, 0.405, -0.695, 0.355, 0.341, -0.631, 0.287, 0.295, -0.720, 0.159, 0.337, -0.657, 0.280, 0.458, -0.683, 0.345, 0.298, -0.636, 0.236, 0.278, -0.785, 0.448, 0.341, -0.736, 0.366, 0.240, -0.732, 0.302, 0.302]}

{"formula": "FH2IP2", "method": "ωB97M-V/def2-TZVPD", "e_homo_ha": -0.3460, "lumo_energy_ev": -0.46, "relative_energy_ev": 0.043, "energy_ev": -29428.5073, "orbital_gap_ev": 8.9590, "smiles": "FP(#[PH2])I", "elements": ["F", "P", "P", "I", "H", "H"], "positions_angstrom": [[1.704, 1.890, -0.338], [1.634, 1.203, 1.173], [-0.252, 0.086, 0.893], [0.595, 3.274, 2.109], [0.279, -1.102, 0.252], [-0.362, 0.601, -0.543]], "forces_ev_per_a": [[0.414, -0.797, 0.904], [-0.266, 1.312, -1.222], [-0.353, -0.062, -2.363], [0.153, -0.624, 0.074], [0.203, 0.389, 0.702], [-0.152, -0.218, 1.904]], "mulliken_charge": [-0.243, 0.233, -0.168, -0.041, 0.094, 0.125]}

{"formula": "FH2NS", "method": "ωB97M-V/def2-TZVPD", "e_homo_ha": -0.3620, "lumo_energy_ev": -0.57, "relative_energy_ev": 2.225, "energy_ev": -15070.2685, "orbital_gap_ev": 9.2761, "elements": ["N", "F", "S", "H", "H"], "positions_angstrom": [[0.330, -0.538, -0.131], [1.517, 0.248, -0.048], [-1.040, 0.423, 0.108], [0.311, -1.043, 1.338], [-1.118, 0.910, -1.268]], "forces_ev_per_a": [[0.610, -2.264, 4.887], [-0.204, 0.281, -0.122], [-0.490, 1.532, -2.118], [0.055, 1.261, -4.671], [0.030, -0.810, 2.024]], "mulliken_charge": [-0.234, -0.153, -0.066, 0.282, 0.171]}